1.
Formula: C45H37F12N2O6Re
Source: the Open Molecules 2025 dataset
Level of theory: ωB97M-V/def2-TZVPD

```
103
Properties=species:S:1:pos:R:3:mulliken_charge:R:1
Re 0.52929 0.83037 -0.91055 2.29
C -2.78736 6.71322 0.47956 -1.79
C -1.72876 5.69035 0.15090 0.56
C -0.80786 5.88463 -0.84365 -1.15
C 0.13720 4.90129 -1.16531 -0.64
C 0.24445 3.71495 -0.45692 0.45
N 1.18695 2.72657 -0.83214 1.49
C 2.53117 3.10826 -0.93215 0.38
C 3.04699 4.13745 -0.11816 -0.57
C 4.39562 4.31621 -0.00812 -1.00
C 5.30304 3.61276 -0.77761 0.72
C 6.76904 3.66745 -0.53752 -1.76
C 4.79594 2.67804 -1.63796 -0.60
C 3.42525 2.41569 -1.71963 -1.27
C 2.87152 1.48284 -2.81710 2.12
O 1.84965 0.66360 -2.42783 -1.04
C 4.02863 0.48194 -3.32964 0.21
F 4.69020 -0.07242 -2.32064 -0.19
F 4.97123 1.14148 -4.09259 -0.31
F 3.59520 -0.46624 -4.11304 -0.24
C 2.30219 2.30897 -3.99942 0.47
F 1.08940 2.81029 -3.68413 -0.11
F 3.07696 3.33523 -4.38404 -0.35
F 2.14083 1.54457 -5.09099 -0.30
C -0.69443 3.53060 0.58681 -1.12
C -1.61384 4.52760 0.85671 -0.37
C -0.74339 2.29826 1.42481 2.30
O -0.48914 1.15646 0.72860 -0.21
C 0.33632 2.43123 2.53986 0.33
F 0.15862 3.55181 3.33967 -0.32
F 0.31722 1.36321 3.38985 -0.25
F 1.57967 2.53363 2.04249 -0.12
C -2.08529 2.07691 2.17989 -0.50
F -2.15391 0.86702 2.75667 -0.24
F -3.06196 2.22048 1.30695 -0.19
F -2.38972 2.89351 3.20189 -0.32
H -2.36200 7.66490 0.78285 0.36
H -3.37246 6.34293 1.31957 0.37
H -3.43064 6.75655 -0.37276 0.35
H -0.72101 6.77066 -1.45349 0.33
H 0.83006 5.02306 -1.93205 0.75
H 2.40008 4.81052 0.37997 0.55
H 4.74627 4.99417 0.74702 0.39
H 7.24349 4.59463 -0.90150 0.33
H 7.35691 2.94882 -1.15533 0.34
H 7.05901 3.55861 0.46517 0.35
H 5.50231 2.10083 -2.19857 0.38
H -2.32555 4.36044 1.68844 0.29
C -1.34643 -4.75589 -1.93621 -1.85
C -1.70429 -3.32036 -2.01781 1.69
C -2.59452 -2.74383 -1.11782 -0.79
C -2.87980 -1.37153 -1.25845 0.79
C -3.84118 -0.76807 -0.21987 -1.80
C -2.22084 -0.63316 -2.25799 0.62
C -1.39337 -1.22224 -3.17010 1.14
C -0.73377 -0.39084 -4.28500 -1.91
C -1.14341 -2.58857 -3.04164 -1.10
C -2.27817 0.83530 -2.12224 -0.11
O -3.35200 1.45044 -2.13971 -0.73
O -1.08199 1.40954 -2.00803 -0.62
H -2.17665 -5.38168 -1.82376 0.41
H -0.78929 -4.82980 -1.04829 0.21
H -0.79707 -5.17838 -2.74572 0.42
H -3.08257 -3.34689 -0.33912 0.46
H -3.25190 -0.45487 0.67140 0.06
H -4.41503 -1.57290 0.21152 0.54
H -4.46555 0.07057 -0.59302 0.35
H 0.31794 -0.46196 -4.13913 0.23
H -0.95501 0.67591 -4.25597 0.37
H -1.02834 -0.65248 -5.30544 0.50
H -0.57938 -3.05110 -3.84146 0.39
C -4.15780 -5.94665 3.25127 -1.68
C -3.41870 -4.63124 3.23520 1.01
C -3.93451 -3.47956 3.81832 -0.85
C -3.22230 -2.25659 3.72612 -0.78
C -2.10817 -2.19235 2.95418 -0.19
C -1.61397 -3.32263 2.26529 -1.00
N -0.56721 -3.12791 1.31081 3.18
C 0.72635 -3.21223 1.61016 0.31
C 1.17247 -4.14238 2.60693 -0.70
C 2.50267 -4.31277 2.95058 -1.06
C 3.45589 -3.50958 2.37518 -0.70
C 3.07712 -2.53048 1.43606 -0.80
C 1.72045 -2.41905 1.06208 -0.05
C 1.35176 -1.26680 0.25498 0.20
O 1.93412 -0.16478 0.31816 -0.75
O 0.29270 -1.30519 -0.50675 -0.86
C -2.27514 -4.54591 2.38462 1.32
C -1.76594 -5.67025 1.58929 -1.51
H -4.91580 -5.95987 4.02560 0.44
H -3.51836 -6.80111 3.53508 0.32
H -4.58164 -6.12231 2.23727 0.29
H -4.87889 -3.60975 4.39359 0.29
H -3.51155 -1.33803 4.22598 0.46
H -1.60106 -1.23990 2.63778 0.28
H -0.77975 -2.39610 0.58317 -1.42
H 0.45261 -4.71944 3.15049 0.38
H 2.80929 -4.98871 3.69554 0.48
H 4.48520 -3.55442 2.62397 0.41
H 3.79168 -1.91232 0.91307 0.55
H -0.67349 -5.50314 1.30570 0.19
H -2.31246 -5.88175 0.65336 0.26
H -1.88636 -6.65836 2.00596 0.49
```

Total energy: -3574.8829 Ha
Spin multiplicity: 4
Charge: -1
Energy relative to the best compared isomer or geometry (same formula, charge and spin): 0.000 eV
HOMO-LUMO gap (alpha / beta): 7.053 / 7.537 eV
LUMO energy (alpha / beta): 2.34 / 2.34 eV
HOMO level (alpha / beta): -4.7 / -5.2 eV

2.
Formula: C3H4O
Source: the Open Molecules 2025 dataset
Level of theory: ωB97M-V/def2-TZVPD

```
8
Properties=species:S:1:pos:R:3:mulliken_charge:R:1
C -2.25174 0.22923 0.08305 0.01
C 2.07065 0.33081 -0.25694 -0.47
C 2.45552 -0.76360 0.04595 -0.32
H -1.38755 0.88671 -0.06739 0.16
H -3.07700 0.65000 0.67395 0.22
H 1.84420 1.30660 -0.56395 0.41
H 2.63489 -1.72486 0.41421 0.38
O -2.28898 -0.91490 -0.32888 -0.39
```

Total energy: -191.8314 Ha
Charge: 0
Energy relative to the best compared isomer or geometry (same formula, charge and spin): 2.140 eV
Structure (SMILES): C#C.C=O
HOMO-LUMO gap: 11.098 eV
LUMO energy: 0.84 eV
HOMO level: -10.3 eV

3.
Formula: C26H72O14
Source: the Open Molecules 2025 dataset
Level of theory: ωB97M-V/def2-TZVPD

```
112
Properties=species:S:1:pos:R:3:mulliken_charge:R:1
C 3.77779 2.81214 -1.51793 -1.47
C 4.53005 1.83994 -0.63114 0.81
C 5.18620 2.53805 0.53319 -1.41
O 3.57813 0.85433 -0.16125 0.11
H 3.21999 2.30010 -2.30381 0.28
H 4.45718 3.51294 -2.00265 0.45
H 3.07285 3.39653 -0.91754 0.28
H 5.26561 1.30518 -1.24960 0.28
H 5.90212 3.27852 0.17335 0.44
H 5.74624 1.83280 1.14605 0.28
H 4.39787 3.05150 1.08418 0.27
H 4.03661 0.06122 0.17908 -0.14
C 2.47089 1.67740 3.92897 -0.90
C 2.11808 0.30721 4.46207 0.83
C 2.25651 0.22931 5.97207 -1.62
O 0.75837 -0.05960 4.04356 -0.39
H 3.50501 1.97696 4.11944 0.41
H 1.84182 2.48751 4.32506 0.31
H 2.29955 1.73970 2.84700 -0.10
H 2.77268 -0.44302 4.00184 0.10
H 1.56001 0.89920 6.48155 0.41
H 3.28305 0.43425 6.29109 0.40
H 2.06343 -0.78722 6.33209 0.39
H 0.15546 0.04527 4.78491 0.23
C -3.02496 -1.19666 -3.32978 -1.38
C -3.58187 -0.68917 -1.98821 1.72
C -5.09601 -0.71516 -1.97386 -1.56
O -3.10959 -1.51621 -0.89413 -0.66
H -3.30037 -2.23914 -3.49898 0.36
H -1.94109 -1.07952 -3.33645 0.12
H -3.48061 -0.61288 -4.13369 0.47
H -3.25349 0.36043 -1.88805 -0.53
H -5.45509 -1.72206 -2.18272 0.37
H -5.45466 -0.07500 -2.79121 0.41
H -5.50999 -0.27826 -1.06903 0.34
H -2.13336 -1.53476 -0.99935 0.02
C -2.45676 6.44487 -0.51282 -0.95
C -2.99482 6.02700 0.84334 0.21
C -2.14638 4.89058 1.37560 -0.70
O -2.89968 7.16656 1.73263 -0.57
H -1.39152 6.68928 -0.44399 0.28
H -2.97155 7.33873 -0.86889 0.36
H -2.52554 5.66055 -1.26922 0.12
H -4.04403 5.75832 0.78402 0.33
H -1.23754 5.28269 1.84916 0.32
H -1.74427 4.30010 0.54855 -0.05
H -2.67313 4.25305 2.08204 0.30
H -1.96160 7.34348 1.85569 0.35
C 0.76788 -5.21510 -2.88747 -1.01
C 0.08537 -3.96498 -3.44932 0.75
C 0.95742 -2.74871 -3.32329 -0.65
O -0.28911 -4.10292 -4.84639 -0.59
H 1.85554 -5.17740 -2.99374 0.24
H 0.42763 -6.12741 -3.37940 0.37
H 0.57528 -5.29863 -1.81280 0.13
H -0.86135 -3.75816 -2.92566 -0.03
H 1.88075 -2.86416 -3.88880 0.49
H 1.13233 -2.58314 -2.25913 -0.16
H 0.43576 -1.86843 -3.71034 0.09
H -0.93625 -4.80790 -4.92959 0.36
C 1.37739 -2.99428 1.39706 -0.10
C 0.68650 -3.93133 2.34736 0.12
C -0.71283 -4.29990 1.82790 -1.03
O 1.44258 -5.12277 2.57639 -0.58
H 1.48994 -3.41230 0.38496 0.01
H 2.35120 -2.67043 1.76197 0.39
H 0.72087 -2.14396 1.19395 -0.46
H 0.51207 -3.48324 3.32694 0.41
H -1.32756 -3.41901 1.63967 0.18
H -1.20667 -4.94061 2.55861 0.39
H -0.63097 -4.85760 0.88582 0.14
H 1.53598 -5.55333 1.71629 0.36
C -0.88393 2.14337 -3.61448 -0.74
C -1.39717 3.24573 -2.69584 -0.45
O -0.41333 3.96833 -2.01606 -0.57
O -0.08160 1.16137 -2.94429 -0.26
H -0.24555 2.60442 -4.37957 0.41
H -1.72354 1.66937 -4.13785 0.30
H -2.14350 2.82714 -1.99106 0.22
H -1.98927 3.91617 -3.32889 0.53
H 0.02057 3.33243 -1.41098 0.27
H 0.56145 0.81561 -3.56923 0.13
C 4.02192 -2.21352 -1.58658 0.19
C 5.28388 -2.21169 -0.79035 -0.65
O 5.11081 -1.40412 0.40356 -0.44
O 3.77729 -1.01460 -2.29968 -0.63
H 3.15661 -2.48178 -0.96305 -0.26
H 4.09543 -2.98993 -2.35200 0.44
H 6.07089 -1.72623 -1.37367 0.32
H 5.55240 -3.22861 -0.50244 0.42
H 5.92052 -1.44277 0.91969 0.23
H 3.54815 -0.31387 -1.66301 0.28
C 0.36071 0.87006 0.98153 -0.44
C -0.79484 0.09676 0.43175 -0.52
O -0.42688 -0.75440 -0.68256 0.83
O 0.98370 1.70324 0.02906 -0.03
H 1.08887 0.16542 1.40522 -0.21
H -0.02768 1.39920 1.85490 0.34
H -1.63826 0.76682 0.20419 0.41
H -1.12835 -0.63364 1.17453 0.37
H -0.04018 -0.22889 -1.40659 -0.32
H 1.90379 1.39092 -0.06250 -0.01
C -5.15988 -1.28143 1.78942 -0.10
C -5.90081 -0.76147 3.00142 -0.53
O -6.87594 -1.66179 3.43897 -0.54
O -4.24972 -0.30287 1.35780 -0.41
H -5.91621 -1.44080 0.99762 0.19
H -4.70994 -2.26906 1.96533 0.23
H -6.40172 0.17555 2.77065 0.27
H -5.17289 -0.53001 3.79716 0.29
H -6.48704 -2.51133 3.65919 0.31
H -3.78607 -0.65047 0.56538 0.38
```

Total energy: -2087.1161 Ha
Charge: 0
Energy relative to the best compared isomer or geometry (same formula, charge and spin): 0.000 eV
Structure (SMILES): CC(C)O.CC(C)O.CC(C)O.CC(C)O.CC(C)O.CC(C)O.OCCO.OCCO.OCCO.OCCO
HOMO-LUMO gap: 9.792 eV
LUMO energy: 0.15 eV
HOMO level: -9.6 eV

4.
Formula: C5H8O
Source: the Open Molecules 2025 dataset
Level of theory: ωB97M-V/def2-TZVPD

```
14
Properties=species:S:1:pos:R:3:mulliken_charge:R:1
C -2.51720 0.61382 0.92677 0.10
C 0.02255 -0.48252 -1.48706 -1.10
C 0.39719 -0.12097 -0.24509 1.09
C 1.10273 -1.03437 0.70699 -1.32
C 0.19498 1.26268 0.20573 -1.57
O -2.99126 -0.04538 0.14632 -0.12
H 0.27992 -1.40555 -1.86449 0.38
H -0.40640 0.29467 -2.12809 0.27
H 1.15843 -0.52251 1.63912 0.35
H 1.99713 -1.42787 0.37700 0.38
H 0.46299 -1.90322 0.80249 0.32
H 1.05151 1.90281 -0.02764 0.35
H -0.08232 1.21303 1.24032 0.47
H -0.67025 1.65536 -0.29237 0.38
```

Total energy: -270.5032 Ha
Charge: 0
Energy relative to the best compared isomer or geometry (same formula, charge and spin): 1.487 eV
HOMO-LUMO gap: 10.225 eV
LUMO energy: 1.11 eV
HOMO level: -9.1 eV

5.
Formula: H26O13
Source: the Open Molecules 2025 dataset
Level of theory: ωB97M-V/def2-TZVPD

```
39
Properties=species:S:1:pos:R:3:mulliken_charge:R:1
H 0.88725 0.76553 -0.63845 0.23
H 0.11596 0.44858 0.63226 0.27
H -4.46726 3.36703 0.26063 0.29
H -2.99678 3.33382 0.64354 0.30
H 0.98696 4.22612 -0.07632 0.29
H 1.49421 4.07351 1.34827 0.30
H 3.15174 1.33380 2.03941 0.30
H 3.22776 2.36312 0.92372 0.33
H -2.78218 -2.03376 -2.22310 0.31
H -4.19114 -2.14946 -1.66500 0.29
H 1.18286 -2.96923 1.38874 0.23
H -0.06388 -2.77687 0.54100 0.33
H -1.54963 0.47218 0.37881 0.20
H -2.59439 0.32064 -0.71460 0.25
H 0.63296 -4.72221 -0.63850 0.32
H 0.44354 -3.39487 -1.35427 0.34
H -0.61241 -2.27856 3.62986 0.29
H 0.44835 -1.26736 3.22698 0.30
H 4.14724 0.65239 -2.94038 0.31
H 4.62562 -0.61704 -3.62575 0.29
H 4.32926 0.57204 -0.35764 0.28
H 4.61804 -0.88083 -0.01730 0.28
H -2.58863 2.88780 -1.92117 0.30
H -3.36466 2.27143 -3.07352 0.27
H -3.32672 -0.55056 2.33247 0.29
H -4.00968 -1.77946 2.90990 0.28
O 0.46932 0.03758 -0.16474 -0.51
O -3.59206 3.18496 -0.09974 -0.59
O 1.59227 3.70494 0.46310 -0.60
O 3.25605 2.27921 1.88349 -0.62
O -3.55547 -1.50507 -1.99618 -0.60
O 0.88544 -2.61026 0.54513 -0.61
O -1.67231 0.12608 -0.51234 -0.43
O 0.59443 -4.33244 -1.51917 -0.63
O -0.41869 -1.33447 3.64258 -0.59
O 4.19746 -0.30276 -2.82145 -0.60
O 4.40097 -0.03393 0.38845 -0.57
O -2.68302 2.07005 -2.42253 -0.55
O -3.19243 -1.49237 2.48720 -0.56
```

Total energy: -993.6101 Ha
Charge: 0
Energy relative to the best compared isomer or geometry (same formula, charge and spin): 4.439 eV
HOMO-LUMO gap: 9.451 eV
LUMO energy: -0.03 eV
HOMO level: -9.5 eV

Which of these has the lowest total energy? C45H37F12N2O6Re

The lowest charge belongs to which entry? C45H37F12N2O6Re

What is the energy relative to the best compared isomer or geometry (same formula, charge and spin) in the fifth record? 4.439 eV

Among the records above, which one has the highest energy relative to the best compared isomer or geometry (same formula, charge and spin)? H26O13